{
  "formula": "C35H41BCl3KN9OS",
  "method": "ωB97M-V/def2-TZVPD",
  "total_charge": -1,
  "largest_force_ev_per_a": 1.00,
  "e_tot_ev": -117828.5192,
  "de_lowest_ev": 0.3150,
  "e_lumo_ev": 2.11,
  "gap_ha": 0.2942,
  "symbols": ["K", "C", "C", "C", "C", "C", "C", "N", "N", "B", "N", "C", "C", "C", "N", "C", "C", "C", "N", "C", "C", "C", "N", "C", "C", "C", "H", "H", "H", "H", "H", "H", "H", "H", "H", "H", "H", "H", "H", "H", "H", "H", "H", "H", "H", "H", "H", "H", "H", "H", "H", "H", "H", "H", "N", "C", "Cl", "C", "C", "C", "C", "C", "C", "N", "C", "C", "N", "C", "O", "C", "C", "C", "Cl", "S", "C", "C", "C", "Cl", "C", "H", "H", "H", "H", "H", "H", "H", "H", "H", "H", "H", "H", "H"],
  "coordinates": [[1.014, 0.814, -0.449], [-1.505, 0.505, 2.652], [-2.301, 1.804, 2.657], [-3.396, 1.773, 1.586], [-1.402, 2.994, 2.473], [-1.596, 4.309, 2.939], [-0.472, 4.984, 2.514], [0.299, 4.123, 1.827], [-0.267, 2.899, 1.793], [1.683, 4.407, 1.208], [1.605, 4.491, -0.334], [1.757, 5.609, -1.066], [1.551, 5.292, -2.394], [1.265, 3.915, -2.374], [1.299, 3.453, -1.130], [0.896, 2.988, -3.501], [1.270, 3.572, -4.859], [-0.595, 2.644, -3.451], [2.701, 3.366, 1.721], [3.699, 3.618, 2.587], [4.335, 2.428, 2.873], [3.631, 1.474, 2.117], [2.654, 2.050, 1.429], [3.898, -0.002, 2.002], [4.366, -0.361, 0.590], [2.689, -0.849, 2.399], [-2.168, -0.354, 2.793], [-0.745, 0.500, 3.434], [-1.001, 0.388, 1.695], [-2.780, 1.911, 3.637], [-2.944, 1.657, 0.598], [-3.975, 2.698, 1.587], [-4.079, 0.935, 1.749], [-2.415, 4.693, 3.526], [-0.159, 6.006, 2.650], [2.050, 5.496, 1.586], [2.004, 6.542, -0.588], [1.604, 5.954, -3.241], [1.461, 2.060, -3.365], [0.698, 4.482, -5.058], [1.048, 2.860, -5.656], [2.330, 3.823, -4.908], [-1.194, 3.550, -3.582], [-0.872, 2.200, -2.494], [-0.856, 1.938, -4.243], [3.873, 4.622, 2.936], [5.173, 2.265, 3.529], [4.712, -0.222, 2.701], [3.548, -0.246, -0.124], [4.688, -1.403, 0.533], [5.188, 0.282, 0.273], [1.849, -0.686, 1.721], [2.354, -0.616, 3.411], [2.935, -1.913, 2.351], [1.070, -1.813, -0.912], [1.474, -1.386, -1.920], [1.636, -4.133, 4.204], [0.377, -4.166, 3.002], [0.698, -4.095, 1.662], [-0.320, -4.142, 0.723], [-1.657, -4.228, 1.086], [-2.780, -4.302, 0.062], [-3.685, -3.061, 0.059], [-3.157, -1.864, -0.571], [-3.752, -1.187, -1.611], [-2.937, -0.128, -1.877], [-1.845, -0.150, -1.048], [-2.012, -1.197, -0.278], [-2.372, -4.753, -1.205], [-1.758, -3.857, -2.146], [-0.832, -4.658, -3.006], [-1.201, -5.705, -3.793], [-2.794, -6.320, -4.015], [0.112, -6.404, -4.640], [1.200, -5.272, -3.951], [0.571, -4.411, -3.110], [-1.930, -4.305, 2.453], [-3.574, -4.492, 3.032], [-0.939, -4.274, 3.417], [1.723, -3.980, 1.340], [-0.043, -4.082, -0.315], [-3.438, -5.101, 0.414], [-3.957, -2.836, 1.091], [-4.605, -3.312, -0.471], [-4.681, -1.518, -2.041], [-3.067, 0.642, -2.620], [-1.323, -1.542, 0.477], [-1.192, -3.057, -1.666], [-2.535, -3.391, -2.759], [2.247, -5.301, -4.205], [1.063, -3.601, -2.584], [-1.191, -4.337, 4.465]]
}

{
  "formula": "C35H41BF8O25",
  "method": "ωB97M-V/def2-TZVPD",
  "largest_force_ev_per_a": 1.56,
  "smiles": "Cc1cccc(CBCCCO)c1.O=C1OC[C@@H](F)O1.O=C1OC[C@@H](F)O1.O=C1OC[C@@H](F)O1.O=C1OC[C@@H](F)O1.O=C1OC[C@@H](F)O1.O=C1OC[C@@H](F)O1.O=C1OC[C@@H](F)O1.O=C1OC[C@@H](F)O1",
  "e_tot_ev": -110563.7852,
  "e_lumo_ev": 0.24,
  "gap_ha": 0.3227,
  "symbols": ["C", "C", "C", "C", "C", "C", "C", "B", "C", "C", "C", "O", "C", "H", "H", "H", "H", "H", "H", "H", "H", "H", "H", "H", "H", "H", "H", "H", "H", "H", "O", "C", "O", "C", "C", "F", "O", "H", "H", "H", "O", "C", "O", "C", "C", "F", "O", "H", "H", "H", "O", "C", "O", "C", "C", "F", "O", "H", "H", "H", "O", "C", "O", "C", "C", "F", "O", "H", "H", "H", "O", "C", "O", "C", "C", "F", "O", "H", "H", "H", "O", "C", "O", "C", "C", "F", "O", "H", "H", "H", "O", "C", "O", "C", "C", "F", "O", "H", "H", "H", "O", "C", "O", "C", "C", "F", "O", "H", "H", "H"],
  "coordinates": [[3.303, 0.140, 0.839], [2.486, 0.703, -0.317], [2.487, 2.041, -0.640], [1.704, 2.504, -1.670], [0.954, 1.612, -2.404], [0.962, 0.268, -2.103], [0.145, -0.777, -2.884], [-1.230, -0.089, -3.269], [-2.395, -0.115, -2.211], [-2.916, 1.332, -1.901], [-3.229, 1.511, -0.425], [-4.452, 0.818, -0.108], [1.718, -0.189, -1.035], [3.803, -0.769, 0.490], [2.594, -0.188, 1.600], [4.020, 0.867, 1.221], [3.083, 2.725, -0.044], [1.679, 3.558, -1.907], [0.363, 2.011, -3.226], [0.744, -1.125, -3.733], [-0.068, -1.607, -2.203], [-1.438, 0.466, -4.305], [-3.240, -0.654, -2.668], [-2.116, -0.601, -1.268], [-3.816, 1.565, -2.479], [-2.135, 2.035, -2.221], [-2.411, 1.100, 0.180], [-3.355, 2.561, -0.153], [-4.176, -0.029, 0.257], [1.704, -1.242, -0.772], [0.353, -4.773, -2.369], [-0.735, -4.726, -2.839], [-1.692, -3.839, -2.486], [-2.803, -4.029, -3.381], [-2.595, -5.447, -3.837], [-3.028, -5.632, -5.114], [-1.185, -5.580, -3.810], [-2.735, -3.313, -4.202], [-3.761, -3.889, -2.873], [-3.047, -6.202, -3.190], [0.764, 4.881, -0.170], [-0.132, 4.780, 0.601], [-0.740, 5.829, 1.210], [-1.840, 5.306, 1.964], [-1.421, 3.878, 2.181], [-2.492, 3.050, 2.235], [-0.672, 3.596, 1.008], [-2.756, 5.382, 1.379], [-1.970, 5.854, 2.894], [-0.795, 3.714, 3.060], [-4.936, 7.856, 1.977], [-5.550, 6.847, 1.889], [-5.082, 5.629, 2.276], [-6.158, 4.693, 2.137], [-7.035, 5.372, 1.116], [-8.344, 5.090, 1.317], [-6.811, 6.746, 1.381], [-6.660, 4.572, 3.098], [-5.793, 3.723, 1.804], [-6.773, 5.155, 0.078], [3.786, -0.257, 3.700], [4.944, -0.492, 3.776], [5.562, -1.517, 3.133], [6.965, -1.384, 3.361], [6.997, -0.573, 4.629], [8.086, 0.243, 4.671], [5.835, 0.228, 4.523], [7.424, -0.856, 2.523], [7.439, -2.356, 3.468], [6.949, -1.165, 5.543], [-5.453, -3.601, -3.546], [-6.191, -4.322, -4.139], [-6.487, -4.197, -5.451], [-7.287, -5.326, -5.820], [-7.871, -5.741, -4.494], [-8.064, -7.078, -4.429], [-6.847, -5.375, -3.582], [-6.649, -6.100, -6.249], [-8.045, -5.048, -6.548], [-8.797, -5.229, -4.225], [0.530, -11.663, -4.754], [0.793, -10.509, -4.792], [0.739, -9.670, -3.726], [1.258, -8.404, -4.148], [1.046, -8.459, -5.638], [2.008, -7.776, -6.306], [1.182, -9.840, -5.919], [2.314, -8.339, -3.882], [0.724, -7.583, -3.676], [0.064, -8.114, -5.968], [5.831, 8.608, 0.837], [5.047, 7.721, 0.874], [3.720, 7.853, 0.628], [3.145, 6.541, 0.635], [4.138, 5.773, 1.471], [4.230, 4.477, 1.082], [5.359, 6.425, 1.180], [3.080, 6.166, -0.386], [2.149, 6.552, 1.066], [3.952, 5.814, 2.546], [5.216, -0.995, 7.067], [5.447, -0.135, 7.849], [4.827, 1.069, 7.872], [5.282, 1.766, 9.035], [6.605, 1.096, 9.305], [6.886, 1.058, 10.629], [6.380, -0.224, 8.841], [4.573, 1.617, 9.850], [5.380, 2.831, 8.839], [7.451, 1.530, 8.768]]
}